Record 1
{
  "formula": "C4H5FNO4S",
  "method": "ωB97M-V with the def2-TZVPD basis set",
  "symbols": ["C", "C", "C", "O", "O", "N", "C", "S", "O", "O", "F", "H", "H", "H", "H", "H"],
  "coordinates": [[-0.4556, 0.8011, -1.7138], [-0.6599, 0.4294, -0.4682], [-2.1869, 0.4937, 0.1573], [-2.2331, 0.6221, 1.3837], [-3.0813, 0.5759, -0.6887], [0.3758, 0.0122, 0.4187], [0.0476, -1.0844, 1.2935], [1.9257, 0.1712, 0.0924], [2.7742, -0.4091, 1.0929], [2.2870, 1.4180, -0.5153], [2.2436, -0.9244, -1.2619], [0.4624, 0.9606, -2.1799], [-1.4236, 0.8876, -2.2167], [0.7743, -1.0281, 2.1826], [-0.9815, -0.8535, 1.6500], [0.1313, -2.0723, 0.7732]],
  "lowdin_charge": [0.059, -0.215, -0.678, -0.050, -0.039, -0.253, -0.086, 0.700, -0.280, -0.266, -0.286, 0.032, 0.072, 0.106, 0.078, 0.106],
  "total_charge": -1,
  "lumo_ev": 3.4,
  "smiles": "C=C(C(=O)[O-])N(C)S(=O)(=O)F",
  "de_lowest_kcal_mol": 10.0,
  "multiplicity": 1
}

Record 2
{
  "formula": "C12H26N4O2",
  "method": "ωB97M-V with the def2-TZVPD basis set",
  "symbols": ["N", "C", "C", "C", "C", "C", "N", "C", "O", "C", "C", "C", "C", "N", "C", "C", "N", "O", "H", "H", "H", "H", "H", "H", "H", "H", "H", "H", "H", "H", "H", "H", "H", "H", "H", "H", "H", "H", "H", "H", "H", "H", "H", "H"],
  "coordinates": [[-1.2787, -0.7088, 2.6023], [-0.0092, -1.3834, 2.5414], [-0.1323, -2.5522, 1.5232], [1.1908, -3.3287, 1.3175], [2.0684, -3.0346, 0.0770], [1.2116, -2.6692, -1.1291], [0.5022, -3.9135, -1.6745], [0.0980, -1.6017, -0.7202], [0.6869, -0.3472, -0.2860], [0.1915, 0.9148, -0.7671], [1.2377, 2.0506, -0.5928], [0.7332, 3.4083, -1.0778], [-0.5525, 3.7224, -0.4025], [-0.9460, 5.0648, -0.8004], [-1.6759, 2.6963, -0.6453], [-1.1888, 1.3516, -0.0794], [-2.2632, 0.3167, -0.2720], [-0.7330, -2.1504, 0.3323], [-1.4613, -0.3534, 1.7123], [-1.1630, 0.0073, 3.2779], [0.8255, -0.6764, 2.2985], [0.3490, -1.7383, 3.5416], [-0.7700, -3.3631, 1.9366], [1.6605, -3.2142, 2.2293], [1.0531, -4.3168, 1.3847], [2.5641, -3.8683, -0.2476], [2.8389, -2.2345, 0.3916], [1.9127, -2.1294, -1.8379], [-0.2218, -4.2871, -1.0286], [0.0973, -3.6613, -2.6192], [-0.5899, -1.4289, -1.5474], [-0.0141, 0.8653, -1.7959], [2.1066, 1.8365, -1.3087], [1.5714, 2.0440, 0.4827], [1.4678, 4.1047, -0.7938], [0.7125, 3.3990, -2.2219], [-0.5107, 3.8401, 0.7234], [-1.4156, 5.0655, -1.7351], [-0.2532, 5.7471, -0.8613], [-1.7466, 2.5516, -1.7142], [-2.6150, 2.9893, -0.2532], [-1.0588, 1.4617, 0.9701], [-2.1398, -0.5437, 0.3352], [-2.3404, 0.0674, -1.2656]],
  "lowdin_charge": [0.038, -0.228, -0.309, -0.117, -0.130, -0.276, 0.041, -0.249, -0.056, -0.263, -0.130, -0.188, -0.427, 0.020, -0.103, -0.298, 0.045, -0.091, -0.016, 0.067, 0.119, 0.126, 0.158, 0.086, 0.067, 0.071, 0.147, 0.157, 0.085, 0.089, 0.141, 0.126, 0.134, 0.136, 0.095, 0.151, 0.163, 0.093, 0.037, 0.116, 0.109, 0.118, 0.068, 0.079],
  "lumo_ev": 0.8,
  "smiles": "NC[C@@H]1CC[C@@H](N)[C@H](O[C@@H]2CC[C@@H](N)C[C@H]2N)O1",
  "de_lowest_kcal_mol": 0.0,
  "multiplicity": 1
}

Record 3
{
  "formula": "C3H11N3",
  "method": "ωB97M-V with the def2-TZVPD basis set",
  "symbols": ["H", "N", "C", "N", "H", "H", "H", "C", "N", "C", "H", "H", "H", "H", "H", "H", "H"],
  "coordinates": [[2.6886, 2.5198, -0.6198], [2.1342, 1.7126, -0.3750], [1.8173, 1.7551, 0.8588], [1.0346, 0.9342, 1.5867], [2.2065, 2.5910, 1.4576], [0.3637, 0.3419, 1.1041], [1.1105, 0.8571, 2.5823], [-1.8222, -1.8509, -0.0594], [-1.0927, -0.5609, -0.1183], [-0.1846, -0.4552, -1.2917], [-1.2266, -2.6580, 0.3774], [-2.2041, -2.2056, -1.0248], [-2.7392, -1.6445, 0.5041], [-1.9000, 0.0371, -0.2330], [-0.6749, -0.9141, -2.1708], [-0.1934, 0.6089, -1.5139], [0.6823, -1.0685, -1.0643]],
  "lowdin_charge": [0.022, 0.047, -0.414, 0.087, 0.106, 0.044, 0.085, -0.147, -0.206, -0.138, 0.074, 0.067, 0.074, 0.085, 0.066, 0.069, 0.079],
  "lumo_ev": 1.1,
  "smiles": "[H]/N=C/N.CNC",
  "de_lowest_kcal_mol": 31.9,
  "multiplicity": 1
}

Record 4
{
  "formula": "C3H16O6",
  "method": "ωB97M-V with the def2-TZVPD basis set",
  "symbols": ["C", "C", "C", "O", "H", "H", "H", "H", "H", "H", "O", "H", "H", "O", "H", "H", "O", "H", "H", "O", "H", "H", "O", "H", "H"],
  "coordinates": [[-2.0205, 2.4428, -1.5294], [-2.6135, 1.3751, -2.0596], [-1.9749, 0.1109, -2.5130], [-0.6078, -0.0969, -2.1161], [-2.5731, 3.2787, -1.1215], [-0.9327, 2.3785, -1.5127], [-3.6463, 1.4475, -2.3375], [-2.5721, -0.7200, -2.1287], [-1.8578, 0.1232, -3.5917], [-0.4924, 0.2004, -1.2061], [0.8632, -2.7537, 1.3932], [0.7341, -3.7083, 1.3776], [1.7817, -2.6023, 1.1524], [-0.2660, -0.4277, 2.6736], [-0.1024, -1.2455, 2.1845], [-1.0431, -0.0222, 2.2802], [1.9979, 3.7015, 1.3241], [1.5426, 4.2533, 0.6896], [1.7783, 2.7724, 1.2434], [-0.2763, -2.8463, -1.6082], [-0.0230, -1.9705, -1.9319], [0.1320, -2.7206, -0.7304], [3.4271, -0.4971, 2.9077], [2.5082, -0.2998, 3.1289], [3.3896, -0.9225, 2.0481]],
  "lowdin_charge": [0.013, -0.168, -0.238, -0.102, 0.058, 0.056, 0.095, 0.123, 0.128, 0.081, -0.035, 0.072, 0.055, -0.063, -0.014, 0.030, -0.051, 0.026, 0.023, -0.076, 0.001, -0.003, -0.050, 0.024, 0.015],
  "lumo_ev": -0.1,
  "smiles": "C=CCO.O.O.O.O.O",
  "de_lowest_kcal_mol": 32.6,
  "multiplicity": 1
}

- Which formula does entry 4 have?
  C3H16O6

- Number 1 is which compound?
  C4H5FNO4S

- Which value of multiplicity does entry 3 give?
  1